(1)
DFT (ωB97M-V/def2-TZVPD) results for a structure of composition C20H44LiN6O12 in a non-equilibrium geometry.

As for the energy above the lowest of the compared OMol25 structures with the same formula, charge and spin: 0.0 kJ/mol. As for the largest force on an atom: 3.9 eV/A. The total energy comes out at -55151.1492 eV.

The geometry in ORCA input format:
```
! wB97M-V def2-TZVPD RIJCOSX def2/J DEFGRID3
* xyz -1 1
Li -1.42 2.66 -0.07
C -5.19 -4.87 -5.76
C -3.69 -4.47 -5.47
C -3.30 -3.00 -5.80
C -1.73 -2.82 -5.73
N -1.29 -1.40 -6.17
C 0.23 -1.21 -6.27
C 0.49 0.11 -7.00
C -0.50 -0.08 -8.15
C -1.62 -0.92 -7.66
C -1.86 -0.36 -5.17
H -5.90 -4.51 -5.01
H -5.27 -5.95 -5.83
H -5.27 -4.41 -6.74
H -3.11 -5.24 -5.98
H -3.42 -4.68 -4.44
H -3.79 -2.44 -5.01
H -3.74 -2.68 -6.75
H -1.19 -3.53 -6.35
H -1.29 -2.98 -4.75
H 0.68 -1.10 -5.28
H 0.69 -2.07 -6.77
H 0.25 0.91 -6.30
H 1.53 0.10 -7.33
H -0.70 0.92 -8.53
H 0.15 -0.52 -8.90
H -2.55 -0.35 -7.61
H -1.73 -1.86 -8.20
H -2.94 -0.44 -5.09
H -1.74 0.65 -5.56
H -1.49 -0.41 -4.14
C 5.27 -1.16 2.83
C 4.94 -1.45 4.33
C 4.11 -0.25 4.96
C 2.59 -0.50 4.77
N 1.74 0.26 5.82
C 0.19 0.00 5.58
C -0.50 0.33 6.88
C 0.53 0.01 7.95
C 1.83 -0.43 7.29
C 2.05 1.77 5.87
C 1.94 2.40 4.47
C 1.99 3.92 4.48
H 4.43 -0.66 2.33
H 5.48 -2.17 2.49
H 6.17 -0.58 2.65
H 5.92 -1.57 4.81
H 4.50 -2.44 4.43
H 4.38 0.75 4.64
H 4.39 -0.23 6.01
H 2.28 -1.52 4.98
H 2.21 -0.36 3.76
H -0.19 0.43 4.66
H 0.22 -1.09 5.49
H -0.74 1.39 6.86
H -1.41 -0.26 6.95
H 0.84 0.81 8.63
H 0.25 -0.83 8.59
H 2.77 -0.09 7.76
H 1.95 -1.51 7.25
H 3.04 1.82 6.32
H 1.38 2.21 6.61
H 1.09 2.08 3.87
H 2.80 2.16 3.85
H 2.98 4.27 4.77
H 1.22 4.42 5.06
H 1.74 4.32 3.51
N -3.73 4.03 3.61
O -3.28 3.77 2.48
O -3.03 4.71 4.34
O -4.83 3.72 4.01
N -1.98 -1.70 0.39
O -1.71 -0.51 0.42
O -1.70 -2.42 1.32
O -2.50 -2.26 -0.55
N 2.79 3.01 -1.60
O 3.36 3.04 -2.70
O 3.50 2.97 -0.61
O 1.58 3.07 -1.45
N -3.00 4.80 -3.33
O -3.16 3.99 -2.43
O -3.64 4.64 -4.40
O -2.35 5.80 -3.22
*
```


(2)
DFT (ωB97M-V/def2-TZVPD) results for a structure of composition C5H7BIN2O2 in a non-equilibrium geometry.

As for the largest force on an atom: 13.0 eV/A. The total energy comes out at -21146.8511 eV.

The geometry in ORCA input format:
```
! wB97M-V def2-TZVPD RIJCOSX def2/J DEFGRID3
* xyz -1 1
C 0.90 -1.94 0.78
B 0.00 -0.56 0.86
O -0.69 -0.13 2.09
C -0.14 0.35 -0.52
O 1.02 0.28 -1.39
C -1.41 -0.18 -1.37
N -2.24 -0.83 -1.99
C -0.39 1.93 -0.17
C 0.73 2.83 -0.92
N 1.69 3.31 -1.50
H 0.22 -2.88 0.59
H 1.69 -1.86 -0.06
H 1.44 -2.03 1.81
H -1.64 0.03 1.81
H 1.84 0.15 -0.87
H -0.27 2.16 0.95
H -1.44 2.18 -0.57
I -1.31 -2.78 0.46
*
```


(3)
DFT (ωB97M-V/def2-TZVPD) results for a structure of composition C9H20FN2O9PS3 in a non-equilibrium geometry.

As for the largest force on an atom: 1.6 eV/A. The total energy comes out at -75573.7019 eV.

The geometry in ORCA input format:
```
! wB97M-V def2-TZVPD RIJCOSX def2/J DEFGRID3
* xyz 0 1
O 4.21 2.06 -1.69
N 3.30 1.87 -2.39
O 2.95 3.07 -3.12
C 1.61 2.96 -3.52
N 0.68 3.21 -2.40
P -0.55 2.03 -2.20
O -1.33 2.29 -0.98
S 0.16 4.79 -2.36
O 1.27 5.63 -2.61
O -1.06 4.92 -3.08
F -0.18 4.90 -0.87
H 1.47 3.67 -4.33
H 1.42 1.94 -3.89
H 0.18 0.84 -2.14
H -1.34 2.03 -3.37
C -3.62 -1.76 -1.12
C -3.12 -2.87 -0.19
C -1.70 -3.24 -0.62
S -1.00 -1.75 -1.35
O -0.73 -1.97 -2.75
O 0.03 -1.22 -0.49
C -2.48 -0.75 -1.20
H -4.53 -1.30 -0.76
H -3.82 -2.18 -2.12
H -3.11 -2.51 0.84
H -3.77 -3.75 -0.22
H -1.06 -3.53 0.22
H -1.68 -4.01 -1.39
H -2.54 -0.08 -2.05
H -2.39 -0.18 -0.28
C 2.66 -1.37 4.02
C 2.38 -0.04 3.32
C 1.15 -0.23 2.42
S 0.17 -1.52 3.21
O 0.13 -2.68 2.35
O -1.06 -0.97 3.73
C 1.31 -1.86 4.55
H 3.38 -1.27 4.82
H 3.05 -2.09 3.30
H 2.18 0.73 4.06
H 3.23 0.29 2.73
H 0.53 0.66 2.34
H 1.40 -0.60 1.43
H 1.27 -2.92 4.78
H 0.98 -1.27 5.41
*
```


(4)
DFT (ωB97M-V/def2-TZVPD) results for a cluster of 3 separate species, C3H3Cl2O3 in total in a non-equilibrium geometry.

As for the energy above the lowest of the compared OMol25 structures with the same formula, charge and spin: 0.0 kJ/mol. As for the largest force on an atom: 3.8 eV/A. The total energy comes out at -34349.7905 eV.

The geometry in ORCA input format:
```
! wB97M-V def2-TZVPD RIJCOSX def2/J DEFGRID3
* xyz -1 1
C 1.97 0.59 -0.21
C -1.40 0.48 -0.55
C -1.04 0.10 0.70
O 2.24 0.20 0.83
O 1.62 1.00 -1.20
O -0.61 -1.12 1.10
Cl -1.02 1.26 1.95
Cl 1.16 -2.08 -1.00
H -1.21 -0.33 -1.19
H -1.73 1.48 -0.82
H 0.03 -1.58 0.39
*
```